A:
C3H6O4 as an isolated structure. Source: the Open Molecules 2025 dataset; level of theory: wB97M-V/def2-TZVPD.

Each line ends with the Löwdin charge.
CARTESIAN COORDINATES (ANGSTROEM)
1 C -1.22 0.13 0.35  -0.441
2 C 1.98 -0.45 -0.23  -0.071
3 C -0.18 1.09 -0.02  -0.227
4 O 1.04 0.16 0.66  -0.177
5 O -1.30 -0.94 -0.58  0.000
6 O -2.46 0.68 0.63  0.036
7 O 0.02 2.23 -0.22  0.203
8 H -1.60 -1.72 -0.10  0.104
9 H -2.90 0.89 -0.21  0.113
10 H -0.03 -0.31 1.08  0.194
11 H 1.46 -1.09 -0.95  0.085
12 H 2.50 0.35 -0.77  0.093
13 H 2.69 -1.03 0.35  0.089

HOMO-LUMO gap ... 9.16 eV
Highest occupied orbital energy ... -8.82 eV
LUMO level ... 0.012 Ha

---

B:
A 2-piece molecular cluster, C3H6O4 overall. Source: the Open Molecules 2025 dataset; level of theory: wB97M-V/def2-TZVPD.

Each line ends with the Löwdin charge.
CARTESIAN COORDINATES (ANGSTROEM)
1 C -1.75 1.66 1.44  -0.478
2 C 1.03 -0.01 -0.05  -0.304
3 C 0.47 -1.45 -1.76  -0.027
4 O -0.84 2.09 2.04  0.076
5 O -1.67 0.84 0.45  0.074
6 O 1.80 0.27 0.91  0.116
7 O 1.22 -1.13 -0.57  -0.061
8 H -2.73 1.96 1.78  0.129
9 H 1.19 -1.91 -2.39  0.075
10 H 0.09 -0.50 -2.19  0.095
11 H -0.46 -2.02 -1.35  0.134
12 H -0.75 0.55 0.29  0.024
13 H 2.41 -0.34 1.39  0.149

HOMO-LUMO gap ... 10.04 eV
Highest occupied orbital energy ... -9.35 eV
LUMO level ... 0.025 Ha

---

Energies, relative to the best one, in hartree: A 0.0496; B 0.0000.